Formula: C18H31N6O2PbS2Te4
Source: OMol25
Level of theory: the ωB97M-V functional and the def2-TZVPD basis

Computed properties:
Charge: -2
Total energy (eV): -88298.9874
F_max (eV/A): 1.01
Multiplicity: 2
Relative energy (zero: lowest compared OMol25 entry of this formula, charge and spin) (eV): 0.000

CARTESIAN COORDINATES (ANGSTROEM)
Pb: -0.569 1.610 1.368
O: 0.461 -0.840 1.966
N: -0.073 -1.263 3.127
C: -0.489 -2.578 3.202
C: -0.995 -3.078 4.366
C: -1.135 -2.268 5.499
C: -0.797 -0.890 5.349
C: -0.297 -0.389 4.182
S: 0.129 1.304 3.959
H: -0.380 -3.138 2.288
H: -1.303 -4.117 4.379
H: -1.526 -2.654 6.429
H: -0.954 -0.188 6.156
Te: -3.106 0.070 1.332
Te: -5.137 1.878 1.156
Te: -3.917 3.785 -0.322
Te: -1.751 4.354 1.214
C: 0.047 -0.265 -5.029
C: -0.555 1.136 -5.058
C: -1.491 1.428 -3.888
C: -0.795 1.468 -2.533
N: -0.679 0.141 -1.939
C: 0.431 -0.320 -1.310
S: 1.956 0.399 -1.440
N: 0.292 -1.458 -0.582
C: -0.886 -2.307 -0.596
C: -1.062 -3.064 -1.907
C: -2.206 -4.072 -1.822
C: -3.577 -3.406 -1.755
H: 0.650 -0.453 -5.921
H: -0.738 -1.023 -4.987
H: 0.690 -0.400 -4.159
H: -1.100 1.284 -5.997
H: 0.256 1.871 -5.045
H: -2.285 0.674 -3.858
H: -1.982 2.391 -4.044
H: -1.355 2.106 -1.843
H: 0.212 1.877 -2.621
H: -1.542 -0.171 -1.504
H: 0.793 -1.429 0.301
H: -1.791 -1.747 -0.336
H: -0.745 -3.029 0.212
H: -0.120 -3.566 -2.144
H: -1.256 -2.361 -2.722
H: -2.065 -4.705 -0.939
H: -2.165 -4.736 -2.691
H: -3.684 -2.791 -0.863
H: -4.381 -4.145 -1.744
H: -3.730 -2.758 -2.619
C: 5.340 2.095 1.765
N: 4.153 2.786 1.312
C: 4.094 4.222 1.513
C: 2.626 4.457 1.903
O: 2.132 5.557 2.085
N: 1.989 3.231 1.946
C: 2.898 2.315 1.686
N: 2.715 0.970 1.785
H: 6.189 2.380 1.141
H: 5.192 1.022 1.691
H: 5.569 2.343 2.811
H: 4.327 4.789 0.608
H: 4.768 4.541 2.317
H: 1.846 0.686 2.241
H: 2.863 0.443 0.930

=====

Formula: C18H32BN2O2P2Ti
Source: OMol25
Level of theory: the ωB97M-V functional and the def2-TZVPD basis

Computed properties:
Charge: +1
Total energy (eV): -68620.9639
F_max (eV/A): 4.01

CARTESIAN COORDINATES (ANGSTROEM)
C: -0.761 3.884 -1.498
C: -0.936 2.586 -0.967
N: 0.047 2.104 -0.093
C: 1.018 2.916 0.378
C: 1.105 4.244 -0.024
C: 0.232 4.708 -1.014
C: -2.056 1.798 -1.297
P: -2.266 0.176 -0.609
Ti: -0.001 0.039 0.456
P: 2.300 0.545 1.164
C: 2.028 2.365 1.375
C: 0.010 -2.186 0.302
C: -1.011 -2.843 0.980
C: -0.939 -4.232 1.163
C: 0.151 -4.964 0.681
C: 1.163 -4.291 -0.013
C: 1.093 -2.905 -0.206
O: -0.476 1.215 -6.515
O: 0.915 -3.815 -4.659
H: -1.465 4.190 -2.278
H: 1.883 4.862 0.418
H: 0.356 5.714 -1.398
C: -3.812 0.278 0.365
C: -2.717 -0.944 -1.966
H: 3.004 2.858 1.241
H: 1.695 2.539 2.413
H: -1.171 1.799 -6.219
H: -2.877 2.308 -1.825
C: 2.697 -0.147 2.789
C: 3.852 0.474 0.233
H: -1.855 -2.280 1.395
H: -1.731 -4.750 1.701
H: 0.226 -6.039 0.863
H: 2.013 -4.852 -0.398
H: 1.891 -2.390 -0.749
H: 0.990 -0.465 -0.899
H: 0.305 -3.191 -4.219
H: 1.315 -3.312 -5.368
H: 0.234 1.320 -5.855
H: 1.217 0.299 -0.917
H: -4.681 0.456 -0.285
H: -3.939 -0.670 0.906
H: -3.722 1.098 1.089
H: -3.596 -0.572 -2.506
H: -1.878 -1.063 -2.659
H: -2.953 -1.925 -1.543
H: 4.656 0.968 0.796
H: 4.107 -0.582 0.072
H: 3.719 0.969 -0.738
H: 3.625 0.303 3.169
H: 1.869 0.021 3.491
H: 2.828 -1.230 2.657
B: -1.427 0.493 4.923
C: -1.033 0.316 3.470
N: -0.698 0.187 2.344
H: -1.165 -0.545 5.511
H: -2.617 0.744 5.004
H: -0.762 1.417 5.370

=====

Formula: C18H32BaNPSi
Source: OMol25
Level of theory: the ωB97M-V functional and the def2-TZVPD basis

Computed properties:
Total energy (eV): -38527.7999
F_max (eV/A): 3.52
Relative energy (zero: lowest compared OMol25 entry of this formula, charge and spin) (eV): 0.000

CARTESIAN COORDINATES (ANGSTROEM)
C: -2.868 -0.802 -4.100
C: -2.309 -1.946 -3.499
C: -1.317 -1.806 -2.532
C: -1.058 -0.527 -2.112
C: -1.553 0.645 -2.612
C: -2.486 0.480 -3.666
C: -0.417 -2.908 -2.032
C: 0.810 -2.158 -1.373
N: 2.238 -1.802 -1.760
Ba: 1.654 -0.472 0.439
C: -1.106 2.018 -2.157
P: 0.358 1.823 -1.103
H: -2.598 -2.937 -3.830
H: -2.894 1.363 -4.161
H: -3.559 -0.914 -4.960
H: -1.875 2.507 -1.542
H: -0.847 2.667 -3.007
H: -0.865 -3.362 -1.133
H: -0.100 -3.704 -2.707
H: 0.355 -0.999 -1.419
C: 0.654 3.463 -0.398
C: 1.709 1.691 -2.331
H: 0.808 -2.522 -0.324
C: 2.460 -2.105 -3.240
C: 3.251 -2.594 -0.942
H: 2.891 1.576 2.175
H: 3.379 -2.665 -3.325
H: 1.639 -2.727 -3.599
H: 2.479 -1.238 -3.899
H: 3.885 -3.161 -1.650
H: 3.981 -2.050 -0.313
H: 2.748 -3.355 -0.292
H: 1.675 2.565 -2.995
H: 2.695 1.665 -1.835
H: 1.625 0.784 -2.942
H: 0.647 4.243 -1.167
H: -0.125 3.678 0.346
H: 1.618 3.481 0.131
H: 3.358 0.836 2.360
C: -2.086 -0.683 5.740
Si: -1.397 0.667 4.623
C: -2.545 2.143 4.873
C: 0.329 1.180 5.170
C: -1.225 0.052 2.879
C: -1.081 -0.397 1.718
H: -2.405 -0.306 6.721
H: -1.350 -1.476 5.912
H: -2.964 -1.137 5.260
H: -2.815 2.252 5.933
H: -2.063 3.077 4.556
H: -3.475 2.026 4.302
H: 1.052 0.391 4.940
H: 0.662 2.079 4.636
H: 0.422 1.398 6.243

=====

Formula: C18H32Cl2N4
Source: OMol25
Level of theory: the ωB97M-V functional and the def2-TZVPD basis

Computed properties:
Total energy (eV): -50171.4010
F_max (eV/A): 16.04
Relative energy (zero: lowest compared OMol25 entry of this formula, charge and spin) (eV): 18.617

CARTESIAN COORDINATES (ANGSTROEM)
Cl: 10.415 -17.754 24.419
C: 8.671 -18.273 24.162
C: 7.817 -17.825 25.420
Cl: 8.208 -18.882 26.823
H: 8.642 -19.361 24.100
H: 8.348 -17.772 23.250
H: 6.775 -17.888 25.106
H: 8.015 -16.808 25.758
C: 9.894 -15.496 22.774
C: 8.945 -14.928 21.695
C: 7.438 -15.313 21.917
C: 7.218 -16.778 21.787
N: 6.926 -17.895 21.779
H: 9.960 -16.560 23.001
H: 9.456 -15.098 23.690
H: 10.958 -15.293 22.649
H: 9.089 -15.429 20.738
H: 9.010 -13.851 21.545
H: 6.761 -14.921 21.158
H: 7.099 -14.913 22.873
C: 9.704 -24.760 24.341
C: 9.263 -23.297 24.372
C: 10.373 -22.360 24.588
C: 10.156 -21.032 23.996
N: 9.922 -19.999 23.564
H: 9.004 -25.467 23.895
H: 9.755 -25.089 25.379
H: 10.663 -25.033 23.901
H: 8.380 -23.071 24.969
H: 8.884 -23.026 23.386
H: 11.357 -22.720 24.288
H: 10.602 -22.211 25.643
C: 4.132 -14.062 26.084
C: 4.378 -14.638 24.750
C: 5.843 -14.554 24.325
C: 6.796 -15.668 24.254
N: 7.585 -16.533 24.150
H: 4.315 -14.818 26.848
H: 3.052 -14.017 26.220
H: 4.329 -13.047 26.429
H: 3.881 -14.113 23.934
H: 4.079 -15.684 24.810
H: 6.375 -13.807 24.915
H: 5.967 -14.218 23.296
C: 6.511 -22.680 26.510
C: 7.918 -22.151 26.759
C: 8.222 -20.834 26.216
C: 7.598 -20.584 24.911
N: 7.155 -20.339 23.844
H: 6.471 -23.080 25.496
H: 5.628 -22.090 26.755
H: 6.435 -23.479 27.248
H: 8.677 -22.894 26.515
H: 8.077 -22.080 27.835
H: 9.273 -20.586 26.066
H: 7.620 -20.093 26.742

=====

Formula: C18H32CrNPSi
Source: OMol25
Level of theory: the ωB97M-V functional and the def2-TZVPD basis

Computed properties:
Total energy (eV): -66257.3329
F_max (eV/A): 3.53
Multiplicity: 5
Relative energy (zero: lowest compared OMol25 entry of this formula, charge and spin) (eV): 0.000

CARTESIAN COORDINATES (ANGSTROEM)
C: 4.777 -1.501 -0.507
C: 4.198 -0.544 -1.325
C: 2.819 -0.204 -1.245
C: 2.041 -0.871 -0.301
C: 2.619 -1.820 0.538
C: 3.995 -2.140 0.478
C: 2.359 0.958 -2.099
C: 1.215 0.909 -3.191
N: 0.270 -0.159 -3.040
Cr: -0.035 -0.422 0.141
C: 1.788 -2.537 1.558
P: -0.002 -2.501 0.985
H: 4.830 -0.020 -2.082
H: 4.424 -2.871 1.141
H: 5.850 -1.757 -0.600
H: 1.781 -2.098 2.569
H: 2.074 -3.586 1.711
H: 2.118 1.794 -1.401
H: 3.260 1.297 -2.639
H: 0.672 1.839 -3.027
C: -1.163 -2.710 2.337
C: -0.121 -3.889 -0.167
H: 1.669 0.898 -4.208
C: 0.613 -1.492 -3.454
C: -1.123 0.192 -3.127
H: -0.475 0.925 1.635
H: 0.576 -1.657 -4.548
H: 1.591 -1.775 -3.066
H: -0.077 -2.223 -2.970
H: -1.571 0.091 -4.174
H: -1.748 -0.450 -2.429
H: -1.293 1.223 -2.767
H: -0.032 -4.862 0.337
H: -1.106 -3.822 -0.652
H: 0.657 -3.823 -0.939
H: -1.069 -3.671 2.831
H: -1.030 -1.907 3.060
H: -2.155 -2.633 1.895
H: -1.566 0.446 0.725
C: -4.748 3.892 1.405
Si: -3.230 3.665 2.453
C: -2.167 5.209 2.498
C: -3.670 3.123 4.191
C: -2.343 2.304 1.652
C: -1.487 1.344 1.396
H: -5.520 4.588 1.770
H: -5.231 2.914 1.293
H: -4.461 4.239 0.406
H: -2.602 6.108 2.965
H: -1.226 5.026 3.042
H: -1.892 5.517 1.476
H: -4.176 2.156 4.150
H: -2.779 2.998 4.813
H: -4.336 3.781 4.766

=====

Formula: C18H33BFI2LuN3O8
Source: OMol25
Level of theory: the ωB97M-V functional and the def2-TZVPD basis

Computed properties:
Charge: +3
Total energy (eV): -93234.8767
F_max (eV/A): 3.38

CARTESIAN COORDINATES (ANGSTROEM)
C: 0.893 3.307 -1.367
C: 0.330 1.986 -1.907
C: 0.766 0.621 -1.348
C: 0.094 -0.422 -2.254
C: 0.727 0.344 0.210
C: 0.901 -1.165 0.373
B: 1.157 -1.930 1.746
O: 1.090 -3.302 1.632
O: 1.451 -1.468 2.986
O: 1.759 1.186 0.735
C: 3.033 0.795 1.085
O: 3.474 1.777 1.989
C: 4.190 0.682 0.049
I: 4.428 2.252 -1.384
C: 4.426 -0.636 -0.677
C: 5.848 -1.177 -0.475
I: 4.219 -0.203 -2.789
C: -0.602 0.774 0.944
C: -0.333 0.903 2.480
N: -1.079 2.075 0.525
O: -1.643 -0.202 0.931
C: -2.612 -0.134 -0.054
C: -3.963 0.302 0.538
O: -4.920 -0.444 0.551
N: -4.025 1.657 1.040
C: -4.598 2.567 0.091
O: -4.038 3.545 -0.311
F: -5.818 2.232 -0.311
N: -2.745 -1.440 -0.688
C: -3.552 -1.639 -1.808
C: -2.745 -2.635 0.024
C: -3.227 -2.852 1.405
O: -2.321 -3.597 -0.656
H: 1.194 3.320 -0.331
H: 0.119 4.058 -1.460
H: 1.677 3.666 -2.020
H: -0.749 2.038 -1.847
H: 0.530 1.975 -2.974
H: 1.827 0.517 -1.577
H: 0.469 -1.432 -2.155
H: 0.341 -0.133 -3.271
H: -0.985 -0.349 -2.205
H: 0.066 -1.702 -0.052
H: 1.724 -1.450 -0.283
H: 1.862 -3.675 2.061
H: 1.685 -0.542 3.053
H: 3.150 -0.115 1.676
H: 3.186 2.627 1.639
H: 5.055 0.777 0.687
H: 3.775 -1.426 -0.330
H: 5.852 -2.239 -0.677
H: 6.117 -1.086 0.571
H: 6.577 -0.664 -1.085
H: -1.075 1.558 2.913
H: -0.493 -0.052 2.961
H: 0.635 1.329 2.703
H: -0.375 2.748 0.784
H: -1.916 2.340 1.035
H: -2.404 0.588 -0.843
H: -4.638 1.596 1.851
H: -3.943 -0.761 -2.301
H: -2.847 -2.140 -2.532
H: -4.404 -2.298 -1.613
H: -4.284 -3.089 1.354
H: -2.685 -3.659 1.870
H: -3.130 -1.963 2.011
Lu: -2.478 -4.118 -2.917

=====

Question: Among the records above, which one has the lowest F_max?
Answer: C18H31N6O2PbS2Te4

=====

What did the first record say?
Formula: C18H31N6O2PbS2Te4
Source: OMol25
Level of theory: the ωB97M-V functional and the def2-TZVPD basis

Computed properties:
Charge: -2
Total energy (eV): -88298.9874
F_max (eV/A): 1.01
Multiplicity: 2
Relative energy (zero: lowest compared OMol25 entry of this formula, charge and spin) (eV): 0.000

CARTESIAN COORDINATES (ANGSTROEM)
Pb: -0.569 1.610 1.368
O: 0.461 -0.840 1.966
N: -0.073 -1.263 3.127
C: -0.489 -2.578 3.202
C: -0.995 -3.078 4.366
C: -1.135 -2.268 5.499
C: -0.797 -0.890 5.349
C: -0.297 -0.389 4.182
S: 0.129 1.304 3.959
H: -0.380 -3.138 2.288
H: -1.303 -4.117 4.379
H: -1.526 -2.654 6.429
H: -0.954 -0.188 6.156
Te: -3.106 0.070 1.332
Te: -5.137 1.878 1.156
Te: -3.917 3.785 -0.322
Te: -1.751 4.354 1.214
C: 0.047 -0.265 -5.029
C: -0.555 1.136 -5.058
C: -1.491 1.428 -3.888
C: -0.795 1.468 -2.533
N: -0.679 0.141 -1.939
C: 0.431 -0.320 -1.310
S: 1.956 0.399 -1.440
N: 0.292 -1.458 -0.582
C: -0.886 -2.307 -0.596
C: -1.062 -3.064 -1.907
C: -2.206 -4.072 -1.822
C: -3.577 -3.406 -1.755
H: 0.650 -0.453 -5.921
H: -0.738 -1.023 -4.987
H: 0.690 -0.400 -4.159
H: -1.100 1.284 -5.997
H: 0.256 1.871 -5.045
H: -2.285 0.674 -3.858
H: -1.982 2.391 -4.044
H: -1.355 2.106 -1.843
H: 0.212 1.877 -2.621
H: -1.542 -0.171 -1.504
H: 0.793 -1.429 0.301
H: -1.791 -1.747 -0.336
H: -0.745 -3.029 0.212
H: -0.120 -3.566 -2.144
H: -1.256 -2.361 -2.722
H: -2.065 -4.705 -0.939
H: -2.165 -4.736 -2.691
H: -3.684 -2.791 -0.863
H: -4.381 -4.145 -1.744
H: -3.730 -2.758 -2.619
C: 5.340 2.095 1.765
N: 4.153 2.786 1.312
C: 4.094 4.222 1.513
C: 2.626 4.457 1.903
O: 2.132 5.557 2.085
N: 1.989 3.231 1.946
C: 2.898 2.315 1.686
N: 2.715 0.970 1.785
H: 6.189 2.380 1.141
H: 5.192 1.022 1.691
H: 5.569 2.343 2.811
H: 4.327 4.789 0.608
H: 4.768 4.541 2.317
H: 1.846 0.686 2.241
H: 2.863 0.443 0.930

=====

Question: Which value of F_max does entry 5 give?
Answer: 3.53 eV/A

=====

Question: Which formula does entry 1 have?
Answer: C18H31N6O2PbS2Te4